Below is a cluster of 2 separate species, C7H19N5 in total, with properties calculated with ωB97M-V with the def2-TZVPD basis set.

HOMO (spin up / spin down) ... -13.9 / -13.9 eV
LUMO (spin up / spin down) ... -7.547 / -7.548 eV
Energy above the lowest of the compared OMol25 structures with the same formula, charge and spin ... 138.8 kcal per mole
Charge ... +2

Structure (XYZ):
```
31
Properties=species:S:1:pos:R:3:forces:R:3:mulliken_charge:R:1
C -0.273375 1.194364 -0.509250 0.734 2.062 0.008 0.85
C -2.330304 0.317710 -1.406708 -2.739 -1.015 0.189 -0.84
C -0.844156 -1.111980 -0.266001 0.909 -2.086 3.274 -0.45
C -3.412188 0.294676 -0.262477 0.311 -0.609 -2.060 -0.69
C -1.708380 -1.163158 1.036721 -1.267 -0.637 -0.281 -0.73
C 1.917800 -0.004879 1.427691 0.761 1.931 -1.056 -0.69
C 3.933498 0.754875 -0.829302 1.088 1.841 -0.783 -0.83
N 0.063363 2.323539 -0.347890 1.651 -0.952 1.721 -0.33
N -1.019622 0.188395 -0.835391 0.398 -0.479 -1.066 0.09
N 1.961770 -0.292403 0.002686 -1.693 -0.992 0.633 -0.41
N -3.203539 -0.833379 0.679782 -1.363 -2.140 1.812 -0.19
N 3.256831 -0.500175 -0.464800 1.941 0.736 0.087 -0.37
H -2.583587 -0.333231 -2.298310 0.923 -0.075 1.375 0.33
H -2.570810 1.238056 -1.805471 0.446 2.432 -0.962 0.45
H 0.221531 -1.291668 0.079168 -0.774 0.402 -0.874 0.16
H -1.116409 -1.959725 -0.907992 0.013 0.685 -0.351 0.45
H -3.330445 1.229436 0.232140 0.322 0.633 1.067 0.39
H -4.418708 0.340588 -0.721016 0.406 -0.684 0.394 0.43
H -1.753035 -2.077313 1.683180 0.201 0.184 -1.339 0.41
H -1.449832 -0.450478 1.786477 0.485 1.141 0.085 0.41
H 1.920135 1.157913 1.644158 0.112 -1.676 -0.038 0.12
H 0.896485 -0.348148 1.732643 1.130 -0.035 0.663 0.12
H 2.863080 -0.406411 1.907363 -1.493 0.066 0.319 0.42
H 3.209516 1.368378 -1.394113 0.551 -0.330 0.075 0.27
H 4.259099 1.350039 0.081128 -0.463 -1.005 -0.983 0.29
H 4.831649 0.485471 -1.444750 -0.703 0.533 0.500 0.39
H 0.791309 2.845231 0.286157 -1.945 -1.047 -1.814 0.39
H -3.704468 -0.626391 1.595668 0.719 -0.096 -1.229 0.40
H -3.686615 -1.766867 0.406619 0.970 1.964 -0.097 0.44
H 3.279185 -1.112509 -1.307822 -0.251 0.245 0.942 0.33
H 4.000220 -0.809971 0.219718 -1.379 -0.995 -0.211 0.39
```
Forces are in eV/Å.


Below is a structure of composition C18H21FNSe2Te2W, with properties calculated with ωB97M-V with the def2-TZVPD basis set.

HOMO (spin up / spin down) ... -11.4 / -11.4 eV
LUMO (spin up / spin down) ... -4.851 / -4.850 eV
Energy above the lowest of the compared OMol25 structures with the same formula, charge and spin ... 0.0 kcal per mole
Charge ... +1

Structure (XYZ):
```
46
Properties=species:S:1:pos:R:3:forces:R:3:mulliken_charge:R:1
W -1.613416 -0.453327 1.750668 0.807 -0.085 -0.644 0.89
C 2.130124 -2.121567 0.873452 -0.134 0.107 0.003 -1.42
C 2.355649 -0.757027 1.522249 0.108 0.038 0.026 0.29
C 2.203924 -0.834707 3.046383 -0.151 0.000 0.060 -1.03
C 1.616534 0.462843 0.974869 -0.127 -0.117 0.025 0.33
C 2.286457 1.671207 1.120126 -0.001 -0.126 0.011 -0.66
C 1.748648 2.870059 0.686191 0.010 0.027 0.021 -1.57
C 0.522293 2.895747 0.052957 -0.108 -0.027 0.002 -0.53
C -0.204318 1.727087 -0.135959 -0.030 -0.080 -0.016 0.96
C -1.489478 1.800941 -0.942619 -0.146 -0.151 0.076 0.83
C -1.201778 2.248018 -2.378175 0.023 -0.016 0.007 -1.56
C -2.502489 2.748047 -0.290769 -0.009 -0.075 0.031 -1.60
C 0.327169 0.509161 0.374651 -0.003 0.039 0.127 -1.03
N -0.476580 -0.685402 0.220322 -0.090 0.052 0.173 1.92
C -0.481319 -1.406518 -0.982733 0.037 -0.229 -0.166 -0.36
C 0.277098 -1.033025 -2.091595 -0.013 0.041 0.165 -0.25
C 0.255652 -1.795078 -3.245690 -0.007 -0.043 -0.050 -1.15
C -0.517141 -2.945965 -3.315610 0.046 0.063 -0.009 -0.51
C -1.270278 -3.340122 -2.221961 -0.081 -0.011 0.115 -0.73
C -1.240789 -2.569074 -1.083208 -0.133 -0.011 0.254 0.75
F -1.960799 -2.955752 0.006019 0.277 0.051 -0.345 -0.26
H 2.897682 -2.806449 1.232875 0.012 0.001 0.017 0.49
H 2.211685 -2.075777 -0.210199 -0.016 -0.004 -0.090 0.36
H 1.164730 -2.556706 1.130390 -0.049 0.003 -0.011 0.12
H 3.407889 -0.515248 1.340079 -0.040 0.013 -0.023 0.50
H 1.183626 -1.110348 3.334769 0.281 0.095 -0.044 0.09
H 2.446502 0.118153 3.518333 -0.006 0.001 0.009 0.34
H 2.879279 -1.591321 3.443509 0.019 -0.051 0.021 0.43
H 3.265943 1.668099 1.579731 0.035 -0.021 0.025 0.51
H 2.306147 3.786817 0.820645 0.016 0.033 0.010 0.44
H 0.127744 3.832314 -0.315086 -0.014 0.024 -0.021 0.41
H -1.935711 0.799996 -0.998030 0.082 0.221 0.027 0.10
H -0.796663 3.258752 -2.402351 0.026 0.055 -0.006 0.36
H -2.126646 2.245804 -2.953263 -0.029 0.001 -0.025 0.46
H -0.495656 1.583939 -2.873093 0.024 -0.010 -0.033 0.34
H -2.144529 3.776869 -0.302089 0.020 0.056 -0.013 0.37
H -2.707955 2.475534 0.747034 0.002 0.027 -0.054 0.29
H -3.443779 2.719718 -0.839674 -0.019 0.003 -0.010 0.42
H 0.891566 -0.144565 -2.037006 0.025 0.025 0.021 0.71
H 0.849682 -1.489250 -4.094872 0.013 0.010 -0.019 0.46
H -0.532202 -3.539824 -4.217171 0.001 -0.020 -0.037 0.43
H -1.878147 -4.232565 -2.235540 -0.026 -0.046 -0.003 0.51
Se -3.721265 -0.392797 1.102977 -0.436 -0.079 -0.088 -0.13
Te -1.138690 1.374335 3.578834 0.190 0.445 -0.004 -0.02
Te -2.306982 -0.785970 4.612266 -0.145 -0.245 0.560 0.03
Se -1.169410 -2.435054 3.097362 -0.241 0.015 -0.075 -0.32
```
Forces are in eV/Å.


Below is a cluster of 6 separate species, C14H39FN2O9PS5 in total, with properties calculated with ωB97M-V with the def2-TZVPD basis set.

HOMO ... -4.2 eV
LUMO ... 1.728 eV
Charge ... -1

Structure (XYZ):
```
71
Properties=species:S:1:pos:R:3:forces:R:3:mulliken_charge:R:1
N 1.557534 0.162538 3.373253 1.623 0.310 -1.937 -0.73
P 2.704545 0.106291 2.254116 -2.121 0.566 1.551 0.78
O 3.096758 1.710132 1.808504 1.559 -2.716 -0.214 -0.53
O 2.022660 -0.647634 0.848180 2.210 1.684 0.935 -0.50
N 4.173687 -0.666846 2.787324 -2.303 0.983 -1.662 -0.11
C 4.045848 -2.142104 2.970006 0.913 -0.759 0.230 0.17
C 4.180920 -2.870195 1.542364 -1.331 -1.058 0.667 -0.43
C 4.960032 -4.259721 1.542587 0.188 0.340 -1.541 -0.43
F 4.344268 -5.286164 2.338633 0.855 1.691 -1.073 -0.30
C 5.183624 -2.562884 4.037569 4.557 1.735 3.427 0.08
O 5.274861 -3.696356 4.594619 -1.592 1.785 -2.143 -0.68
O 6.106753 -1.585847 4.409607 -3.942 -2.814 -2.500 -0.79
H 1.401579 1.174789 3.541500 0.018 -0.898 0.158 0.19
H 4.076099 1.696515 1.649251 -1.072 0.442 0.156 0.32
H 2.580783 -0.385481 0.071399 -0.699 -0.529 0.729 0.26
H 4.988805 -0.398905 2.220352 -0.191 -0.492 0.582 0.35
H 3.041689 -2.410449 3.436635 1.282 0.624 -0.590 0.42
H 3.103690 -3.104228 1.196462 1.678 0.410 0.364 0.16
H 4.596368 -2.122899 0.786268 -0.133 -1.281 0.936 0.24
H 4.927905 -4.653441 0.454669 -0.024 0.498 1.637 0.31
H 6.065307 -4.102750 1.776761 -1.593 -0.499 0.388 0.29
C 4.756155 1.780332 6.914838 0.103 0.098 0.191 -1.04
S 3.418112 0.634224 6.521894 -0.267 -0.131 -0.390 0.81
O 2.129513 1.377367 6.683776 0.402 0.008 0.294 -0.71
C 3.631459 -0.403873 7.983014 0.057 0.042 0.219 -1.12
H 4.786517 2.551868 6.144650 -0.094 -0.131 -0.010 0.30
H 4.576900 2.245184 7.886768 -0.080 -0.029 -0.020 0.35
H 5.705363 1.241785 6.924442 -0.087 -0.061 -0.096 0.35
H 3.522568 0.198337 8.887890 -0.037 0.056 -0.067 0.37
H 4.618183 -0.869591 7.957141 -0.054 0.003 -0.136 0.36
H 2.865352 -1.179551 7.969793 0.037 0.096 -0.139 0.31
C -2.166849 0.823280 -2.594818 0.079 -0.033 -0.022 -0.54
S -0.649322 0.364428 -1.731571 -0.208 -0.135 0.019 0.53
O -0.038493 -0.783062 -2.474045 -0.174 0.169 0.089 -0.67
C -1.460155 -0.308298 -0.267065 0.091 -0.141 0.130 -0.79
H -1.901164 1.237895 -3.568117 -0.069 -0.047 0.167 -0.08
H -2.796933 -0.057378 -2.737081 0.111 -0.071 0.071 0.33
H -2.701661 1.577987 -2.016060 0.112 0.000 -0.001 0.38
H -2.132574 -1.118920 -0.552982 0.040 0.111 -0.157 0.05
H -2.018166 0.483112 0.236330 0.037 0.005 -0.069 0.38
H -0.693148 -0.693992 0.406702 0.075 0.118 -0.093 0.39
C -5.728512 4.482141 -4.880699 -0.014 0.081 -0.136 -0.99
S -4.951502 3.236800 -3.829473 0.361 -0.042 -0.008 0.51
O -3.479598 3.487800 -3.853643 -0.544 0.144 -0.049 -0.54
C -5.280363 1.836334 -4.919705 0.004 -0.034 -0.175 -0.82
H -5.607615 5.457291 -4.407501 0.039 -0.129 0.055 0.32
H -5.249855 4.493596 -5.861707 0.045 -0.069 0.067 0.29
H -6.792202 4.260254 -4.983858 0.043 -0.027 0.049 0.37
H -4.829048 2.011659 -5.897994 0.094 0.029 0.112 0.25
H -6.358703 1.699448 -5.021331 0.017 0.056 0.094 0.42
H -4.842870 0.942290 -4.474638 0.039 0.148 0.035 0.21
C 0.277538 1.184875 -7.245309 -0.005 -0.060 -0.132 -1.02
S -0.476487 2.005293 -5.825512 -0.260 -0.051 0.058 0.52
O -1.904630 1.570088 -5.763516 0.421 0.084 -0.390 -0.58
C -0.447311 3.666024 -6.531855 -0.073 0.113 -0.084 -1.01
H 0.325689 0.114993 -7.039716 -0.041 0.112 0.112 0.33
H -0.325930 1.355520 -8.138840 -0.042 0.041 0.085 0.31
H 1.287838 1.569774 -7.394757 -0.039 0.004 0.070 0.38
H -1.005824 3.682125 -7.469916 0.000 -0.085 0.050 0.31
H 0.586618 3.970312 -6.704521 -0.016 -0.071 0.044 0.40
H -0.912066 4.350840 -5.821634 -0.005 -0.176 0.043 0.30
C -6.141551 -3.470452 0.555072 -0.024 -0.069 -0.134 -0.91
S -5.505206 -2.095731 1.537228 0.096 0.220 -0.132 0.47
O -5.619059 -0.859793 0.704822 0.046 -0.435 0.124 -0.59
C -3.779022 -2.620137 1.494825 0.055 -0.017 -0.042 -0.85
H -7.214377 -3.329520 0.418548 0.088 0.080 0.074 0.31
H -5.651820 -3.490446 -0.420238 0.027 0.074 0.062 0.29
H -5.965032 -4.408817 1.083740 0.010 0.069 0.027 0.34
H -3.436908 -2.693299 0.461130 -0.107 0.014 0.035 0.21
H -3.679022 -3.586219 1.992632 -0.049 0.055 0.015 0.42
H -3.178547 -1.878537 2.022808 -0.124 -0.010 -0.012 0.32
```
Forces are in eV/Å.